1.
# C2H4F2S

One molecule with the formula C2H4F2S in a non-equilibrium geometry (ωB97M-V with the def2-TZVPD basis set, the Open Molecules 2025 dataset).

Summary:
Max |F|, eV/Å: 5.4
Lowest unoccupied orbital energy, eV: 0.32
Frontier orbital gap, hartree: 0.3701
HOMO, eV: -9.75
Energy relative to the best compared isomer or geometry (same formula, charge and spin), kJ/mol: 183.4
SMILES: FC(F)CS

Last column: natural (NBO) charge in e.
Element x y z (Å)
F  -1.9316  -0.7729  -0.0711  -0.371
C  -0.8437  0.0345  -0.3322  0.519
F  -1.2746  1.2743  0.1431  -0.347
C  0.2144  -0.5970  0.4668  -0.528
S  1.9516  0.0245  -0.1897  -0.111
H  -0.9492  -0.0557  -1.3708  0.174
H  0.0760  -1.7975  0.3113  0.251
H  0.3769  -0.5419  1.5068  0.250
H  1.9027  0.8650  1.1325  0.162

---

2.
# C4H11N3O2

A 2-piece molecular cluster, C4H11N3O2 overall in a non-equilibrium geometry (ωB97M-V with the def2-TZVPD basis set, the Open Molecules 2025 dataset).

Summary:
Max |F|, eV/Å: 4.4
Lowest unoccupied orbital energy (alpha / beta), eV: -3.30 / -7.74
Spin multiplicity: 2
Frontier orbital gap (alpha / beta), hartree: 0.3903 / 0.2272
Charge: +1
HOMO (alpha / beta), eV: -13.93 / -13.92
Energy relative to the best compared isomer or geometry (same formula, charge and spin), kJ/mol: 221.5

Last column: natural (NBO) charge in e.
Element x y z (Å)
C  2.8960  0.1491  -2.3787  -0.756
C  1.7670  -0.0622  -1.4577  0.811
O  1.1866  -1.2864  -1.2868  -0.727
O  1.2901  0.8758  -0.8545  -0.602
H  3.6724  0.8616  -2.1717  0.269
H  2.4393  0.4270  -3.3492  0.261
H  3.3426  -0.7765  -2.7563  0.246
C  -0.6751  1.5349  1.0076  -0.471
C  -1.9695  -0.4957  1.4000  0.536
N  -2.6999  -0.5656  0.3504  -0.354
N  -0.7748  0.1753  1.4900  -0.381
N  -2.2753  -1.3978  2.4146  -0.734
H  -2.5412  0.0797  -0.4233  0.377
H  0.5827  -1.4726  -2.0324  0.504
H  -0.0789  -0.1115  2.1694  0.433
H  -1.6503  -1.4391  3.2280  0.401
H  -2.4856  -2.3446  2.1274  0.426
H  -1.0695  1.7282  0.0095  0.243
H  0.2776  1.9725  0.7816  0.288
H  -1.2343  2.1480  1.7320  0.229

---

3.
# C19H25F4N2O12

A 5-piece molecular cluster, C19H25F4N2O12 overall (ωB97M-V with the def2-TZVPD basis set, the Open Molecules 2025 dataset).

Summary:
Max |F|, eV/Å: 0.5
Lowest unoccupied orbital energy, eV: -2.59
Frontier orbital gap, hartree: 0.3586
Charge: +1
HOMO, eV: -12.35

Last column: natural (NBO) charge in e.
Element x y z (Å)
C  3.6297  -2.7429  -0.8554  -0.612
C  4.0556  -1.6455  -1.8293  -0.472
C  4.2760  -0.3249  -1.1724  0.491
N  4.3573  -0.1077  0.1311  -0.459
C  4.5437  1.2231  0.4232  -0.041
C  4.5800  1.8575  -0.7560  -0.037
N  4.4076  0.8923  -1.7428  -0.370
C  4.4337  1.2163  -3.1656  0.782
F  4.0744  2.5085  -3.2739  -0.288
F  3.5287  0.4542  -3.8094  -0.297
C  5.8225  1.0227  -3.7960  0.508
F  6.2797  -0.2019  -3.4248  -0.324
F  6.6446  1.9678  -3.2982  -0.304
H  3.7064  -3.7143  -1.3387  0.250
H  4.2555  -2.7869  0.0376  0.204
H  2.5953  -2.6024  -0.5405  0.229
H  4.9563  -1.9215  -2.3781  0.265
H  3.2682  -1.5048  -2.5700  0.260
H  4.2796  -0.8297  0.8324  0.458
H  4.5927  1.5919  1.4328  0.296
H  4.6960  2.9050  -0.9658  0.270
H  5.7750  1.0818  -4.8846  0.179
C  0.4764  1.7384  0.6239  -0.098
C  -0.2812  1.1632  1.8031  -0.112
O  0.7918  0.6918  2.6434  -0.478
C  1.9012  1.3722  2.3424  0.976
O  2.9362  1.3080  2.9373  -0.619
O  1.7261  2.1200  1.2304  -0.507
H  0.0040  2.6034  0.1690  0.219
H  0.6748  0.9850  -0.1415  0.178
H  -0.8447  1.9175  2.3514  0.196
H  -0.9362  0.3383  1.5392  0.250
C  -1.4882  -1.5105  6.0002  -0.101
C  -2.4378  -0.4533  5.4637  -0.099
O  -2.0723  -0.4015  4.0763  -0.495
C  -1.4865  -1.5705  3.7414  0.978
O  -1.2122  -1.8891  2.6276  -0.604
O  -1.2487  -2.3152  4.8359  -0.483
H  -1.9111  -2.1259  6.7882  0.212
H  -0.5384  -1.0895  6.3308  0.193
H  -3.4832  -0.7550  5.5352  0.191
H  -2.3083  0.5264  5.9130  0.212
C  -4.1979  -3.3071  -0.0457  -0.102
C  -4.9833  -2.3485  0.8326  -0.100
O  -4.1158  -1.2059  0.8762  -0.482
C  -3.3103  -1.2368  -0.1991  0.983
O  -2.5882  -0.3460  -0.5278  -0.618
O  -3.4305  -2.4043  -0.8577  -0.487
H  -4.8171  -3.9327  -0.6812  0.211
H  -3.5077  -3.9273  0.5265  0.195
H  -5.9303  -2.0483  0.3830  0.193
H  -5.1559  -2.7138  1.8402  0.209
C  -3.7417  1.8201  -2.7218  -0.099
C  -4.6585  1.5665  -3.9056  -0.099
O  -5.6908  2.5336  -3.6971  -0.490
C  -5.1967  3.5429  -2.9396  0.965
O  -5.7492  4.5686  -2.7301  -0.560
O  -3.9754  3.2071  -2.4562  -0.497
H  -2.6889  1.6593  -2.9355  0.198
H  -4.0189  1.2406  -1.8429  0.194
H  -4.1746  1.7712  -4.8621  0.184
H  -5.0886  0.5689  -3.9229  0.202

---

4.
# C40H34AsF6N7O2Ta

C40H34AsF6N7O2Ta as an isolated structure (ωB97M-V with the def2-TZVPD basis set, the Open Molecules 2025 dataset).

Summary:
Max |F|, eV/Å: 0.4
Lowest unoccupied orbital energy (alpha / beta), eV: -8.07 / -8.59
Spin multiplicity: 2
Frontier orbital gap (alpha / beta), hartree: 0.2222 / 0.2046
Charge: +2
HOMO (alpha / beta), eV: -14.11 / -14.16
Energy relative to the best compared isomer or geometry (same formula, charge and spin), kJ/mol: 0.0

Last column: Löwdin spin population.
Element x y z (Å)
Ta  -0.3777  0.0495  -0.1089  -0.013
C  4.4308  0.2555  -3.4689  0.002
C  3.7431  -0.9453  -3.3334  0.002
C  2.9136  -1.1612  -2.2434  0.009
C  2.7665  -0.1607  -1.2868  0.026
C  3.4684  1.0309  -1.4048  0.013
C  4.2950  1.2370  -2.5003  0.001
N  1.9057  -0.3447  -0.1369  0.360
C  2.5370  -0.7117  0.9781  0.039
C  3.9120  -1.0898  1.0628  0.124
C  4.4364  -1.4425  2.2748  -0.023
C  3.6492  -1.4229  3.4423  0.186
C  2.3162  -1.0334  3.4029  -0.014
C  1.7743  -0.6807  2.1861  0.121
N  0.4676  -0.2076  2.0109  -0.035
N  -0.1926  -0.0267  3.0571  0.085
C  -1.4653  0.4739  2.8320  -0.004
C  -2.2523  0.7660  3.9239  0.026
C  -3.5138  1.3083  3.7036  -0.002
C  -3.9063  1.5406  2.4012  0.024
C  -3.0514  1.2086  1.3519  0.006
N  -1.8493  0.6695  1.5532  0.011
H  5.0772  0.4179  -4.3206  0.000
H  3.8581  -1.7250  -4.0749  0.000
H  2.3883  -2.1014  -2.1569  0.000
H  3.3656  1.8060  -0.6561  0.000
H  4.8304  2.1727  -2.5912  0.000
H  4.5117  -1.1035  0.1651  0.005
H  5.4735  -1.7418  2.3444  -0.004
H  4.0914  -1.7100  4.3868  0.009
H  1.7151  -1.0021  4.3000  -0.003
H  -1.8646  0.5680  4.9133  0.001
H  -4.1647  1.5454  4.5340  -0.001
H  -4.8720  1.9645  2.1643  0.001
H  -3.3560  1.3697  0.3319  0.000
C  -3.1076  -2.1310  0.9252  0.000
C  -1.7950  -2.6072  1.4840  -0.002
C  -1.7666  -3.1147  2.7815  0.004
C  -0.6450  -3.7528  3.2717  0.000
C  0.4511  -3.9555  2.4375  0.000
C  0.4802  -3.4434  1.1540  0.004
C  1.6296  -3.7777  0.2480  0.000
C  -0.6230  -2.6805  0.7076  0.003
N  -0.5294  -1.9250  -0.5125  0.017
C  -0.4670  -2.5053  -1.7785  0.001
O  -0.6080  -3.6688  -2.0256  0.004
C  -0.1596  -1.4461  -2.7973  0.000
C  -0.0733  -1.6443  -4.1600  0.000
C  0.2749  -0.5584  -4.9562  0.000
C  0.5349  0.6829  -4.3783  0.000
C  0.4176  0.7948  -3.0108  0.000
N  0.0615  -0.2509  -2.2589  0.001
C  0.5894  2.0497  -2.2116  0.000
O  0.9750  3.0982  -2.6443  0.003
N  0.2145  1.8041  -0.8875  0.010
C  -0.3114  2.8410  -0.0510  0.000
C  -1.4421  3.5641  -0.4976  0.000
C  -1.8777  3.5712  -1.9330  0.000
C  -2.1047  4.3549  0.4223  0.000
C  -1.6552  4.4665  1.7396  0.000
C  -0.4811  3.8513  2.1221  0.000
C  0.2326  3.0540  1.2263  0.000
C  1.6133  2.6012  1.6308  0.000
H  -3.7278  -3.0000  0.6985  0.000
H  -3.6565  -1.5274  1.6496  0.000
H  -3.0042  -1.5751  0.0039  0.000
H  -2.6602  -3.0436  3.3903  0.000
H  -0.6421  -4.1511  4.2780  0.000
H  1.2942  -4.5385  2.7878  0.000
H  2.4752  -4.1619  0.8162  0.000
H  1.3213  -4.5420  -0.4674  0.000
H  1.9635  -2.9178  -0.3260  0.000
H  -0.2797  -2.6245  -4.5678  0.000
H  0.3413  -0.6767  -6.0296  0.000
H  0.8107  1.5501  -4.9622  0.000
H  -1.8496  2.5848  -2.3928  0.000
H  -2.8920  3.9509  -2.0227  0.000
H  -1.2170  4.2218  -2.5076  0.000
H  -2.9786  4.9095  0.1034  0.000
H  -2.1952  5.0873  2.4428  0.000
H  -0.0807  4.0186  3.1151  0.000
H  1.6248  2.2071  2.6490  0.001
H  2.0349  1.8606  0.9571  0.000
H  2.2802  3.4644  1.6203  0.000
F  -2.1114  0.3496  -1.0275  -0.001
As  -3.8993  -0.0683  -2.5033  0.000
F  -4.2104  1.5573  -2.1030  0.000
F  -2.6690  0.4557  -3.5618  0.000
F  -5.1099  -0.3516  -3.6088  0.000
F  -3.1354  -1.5921  -2.4553  0.000
F  -4.7160  -0.4920  -1.0610  0.000

---

5.
# C15H19NO4

One molecule with the formula C15H19NO4 in a non-equilibrium geometry (ωB97M-V with the def2-TZVPD basis set, the Open Molecules 2025 dataset).

Summary:
Max |F|, eV/Å: 4.6
Lowest unoccupied orbital energy, eV: 0.63
Frontier orbital gap, hartree: 0.3167
HOMO, eV: -7.98
Energy relative to the best compared isomer or geometry (same formula, charge and spin), kJ/mol: 314.7
SMILES: CN(C)[C@@H](c1ccccc1)C1C(=O)OC(C)(C)OC1=O

Last column: natural (NBO) charge in e.
Element x y z (Å)
C  -2.9097  -0.5939  1.7626  -0.398
N  -1.5226  -1.0031  1.7415  -0.466
C  -1.2425  -2.0640  2.6792  -0.386
C  -0.5539  -0.1206  1.1053  -0.024
C  0.8689  -0.5149  1.5131  -0.062
C  1.2820  -1.8357  1.3044  -0.206
C  2.5207  -2.2557  1.7919  -0.208
C  3.3766  -1.3514  2.4393  -0.215
C  2.9865  -0.0125  2.5552  -0.227
C  1.7467  0.4208  2.0696  -0.150
C  -0.7458  0.4536  -0.3089  -0.421
C  -0.6316  -0.4303  -1.5977  0.784
O  -1.0812  -1.5737  -1.5539  -0.565
O  -0.1340  0.0029  -2.7854  -0.520
C  -0.0025  1.4159  -3.1485  0.550
C  1.0675  1.6012  -4.2128  -0.639
C  -1.2894  1.9789  -3.6699  -0.659
O  0.4344  2.1249  -1.9420  -0.516
C  -0.0653  1.8735  -0.7183  0.804
O  -0.0300  2.7866  0.1004  -0.569
H  -3.4695  -1.3112  2.3855  0.206
H  -3.0496  0.3907  2.2385  0.174
H  -3.3764  -0.5909  0.7599  0.187
H  -2.1971  -2.3068  3.1775  0.201
H  -0.8888  -2.9968  2.1720  0.186
H  -0.5191  -1.7880  3.4859  0.191
H  -0.7905  0.9498  1.4669  0.201
H  0.6014  -2.5640  0.8544  0.229
H  2.8155  -3.2991  1.6523  0.214
H  4.3253  -1.6689  2.8076  0.214
H  3.6605  0.7190  3.0125  0.215
H  1.4090  1.4616  2.2079  0.223
H  -1.8073  0.7192  -0.3404  0.261
H  2.0527  1.2511  -3.9279  0.238
H  0.7792  1.1015  -5.1382  0.230
H  1.1477  2.6581  -4.4693  0.230
H  -2.0911  1.8910  -2.9452  0.221
H  -1.1268  3.0285  -3.9321  0.235
H  -1.5499  1.4528  -4.5928  0.236

---

6.
# C4H16NO3

A 4-piece molecular cluster, C4H16NO3 overall in a non-equilibrium geometry (ωB97M-V with the def2-TZVPD basis set, the Open Molecules 2025 dataset).

Summary:
Max |F|, eV/Å: 3.4
Lowest unoccupied orbital energy, eV: -4.60
Frontier orbital gap, hartree: 0.3390
Charge: +1
HOMO, eV: -13.83
Energy relative to the best compared isomer or geometry (same formula, charge and spin), kJ/mol: 241.3

Last column: natural (NBO) charge in e.
Element x y z (Å)
C  1.8332  -0.3776  1.2675  -0.659
C  2.0632  -0.5799  -0.2219  -0.432
C  0.7143  -0.4264  -0.9893  -0.234
C  0.0358  -2.5829  -0.0274  0.099
N  -0.1443  -1.6091  -0.8400  -0.377
H  2.4237  0.5105  1.5897  0.239
H  2.1272  -1.1867  1.9193  0.219
H  0.7753  -0.1795  1.5514  0.243
H  2.4555  -1.6038  -0.4752  0.213
H  2.7349  0.2276  -0.5745  0.252
H  0.6554  -0.3958  -2.1188  0.233
H  0.2450  0.4771  -0.6995  0.252
H  0.8708  -2.8714  0.5998  0.245
H  -0.9264  -3.1875  0.1652  0.233
H  -1.0250  -1.6398  -1.3776  0.459
H  -1.0083  1.6488  2.4085  0.490
H  0.0566  2.5254  1.5618  0.488
O  -0.3542  1.6724  1.7088  -0.970
H  -3.2293  1.8662  1.5239  0.461
H  -2.7629  2.5644  0.2500  0.471
O  -3.0759  1.7090  0.5862  -0.932
H  -0.8036  1.4255  -2.2790  0.471
H  -2.0383  1.1011  -3.1903  0.493
O  -1.6228  0.9124  -2.3386  -0.958